{
  "formula": "C44H42ClN2O4S2SbSiZr",
  "method": "the ωB97M-V functional and the def2-TZVPD basis",
  "elements": ["Zr", "C", "C", "N", "N", "C", "S", "S", "C", "C", "C", "C", "C", "C", "C", "C", "C", "C", "C", "C", "C", "O", "H", "H", "H", "H", "H", "H", "H", "H", "H", "H", "H", "H", "H", "H", "Cl", "C", "C", "C", "C", "O", "C", "C", "O", "C", "H", "H", "H", "H", "C", "Sb", "C", "C", "H", "H", "H", "H", "H", "H", "H", "H", "H", "O", "Si", "C", "C", "C", "C", "C", "C", "C", "C", "C", "C", "C", "C", "C", "C", "C", "C", "C", "C", "H", "H", "H", "H", "H", "H", "H", "H", "H", "H", "H", "H", "H", "H", "H"],
  "xyz": [[-0.39195, -0.12736, -0.14740], [0.51263, 2.13872, 3.63032], [-0.09097, 1.77493, 2.30641], [0.61686, 1.22937, 1.36455], [1.99397, 1.18014, 1.53585], [2.63305, 0.84772, 0.46936], [1.98864, 0.47252, -1.10518], [4.38607, 0.79462, 0.49904], [4.79538, 1.69853, 2.02459], [4.64023, 3.19025, 1.88558], [3.76618, 3.89733, 2.69982], [3.63036, 5.27343, 2.56996], [4.37158, 5.95843, 1.62075], [5.25209, 5.25972, 0.80393], [5.38310, 3.88782, 0.93611], [-1.51710, 2.04518, 2.08470], [-2.33268, 2.39445, 3.17312], [-3.63271, 2.80983, 2.99897], [-4.14163, 2.92400, 1.70348], [-3.36731, 2.59318, 0.61542], [-2.06044, 2.10730, 0.77515], [-1.39113, 1.70189, -0.29121], [1.57634, 1.93990, 3.62048], [0.04902, 1.52421, 4.40454], [0.32432, 3.18426, 3.87262], [5.83681, 1.43388, 2.21193], [4.18515, 1.29921, 2.83216], [3.18423, 3.36760, 3.44335], [2.94205, 5.80989, 3.21075], [4.26545, 7.03033, 1.51585], [5.83524, 5.78726, 0.06004], [6.05850, 3.34514, 0.28476], [-1.94045, 2.32416, 4.17820], [-4.24929, 3.04573, 3.85531], [-5.15886, 3.26531, 1.55356], [-3.75418, 2.65185, -0.39412], [4.50306, -5.78585, 0.22179], [3.36106, -4.49453, 0.44122], [3.42879, -3.70320, 1.60026], [2.53197, -2.68997, 1.81004], [1.52535, -2.39684, 0.86278], [0.65403, -1.46853, 1.10915], [1.49169, -3.18618, -0.31710], [0.51397, -2.96712, -1.33195], [-0.25324, -1.99911, -1.42937], [2.40360, -4.24675, -0.49739], [4.20013, -3.90871, 2.33084], [2.57340, -2.08057, 2.70309], [0.43338, -3.74704, -2.10135], [2.34419, -4.85234, -1.39375], [-2.45075, 0.33138, -4.74254], [-0.89740, 0.56936, -3.29029], [-0.51694, 2.64777, -3.59244], [0.70181, -0.24269, -4.46498], [-2.11391, 0.73171, -5.69780], [-3.34532, 0.85732, -4.41432], [-2.68352, -0.72645, -4.85329], [-0.22100, 2.84133, -4.62249], [0.27872, 2.94950, -2.91335], [-1.41577, 3.21410, -3.35363], [0.85815, 0.34950, -5.36560], [0.45328, -1.26606, -4.74630], [1.61571, -0.25123, -3.87333], [-2.08584, -0.90974, 0.49213], [-3.54076, -1.63301, 0.54570], [-3.23944, -3.46986, 0.30447], [-2.01235, -4.00757, 0.70451], [-1.73931, -5.35954, 0.55495], [-2.69406, -6.20380, 0.00301], [-3.92182, -5.69091, -0.39097], [-4.18913, -4.33635, -0.23868], [-4.66587, -1.00041, -0.81438], [-5.55888, 0.04834, -0.58310], [-6.33547, 0.56941, -1.60931], [-6.23368, 0.04468, -2.89015], [-5.35064, -0.99687, -3.14173], [-4.57268, -1.50908, -2.11321], [-4.28128, -1.28780, 2.22856], [-3.45216, -0.88650, 3.27639], [-3.96137, -0.67472, 4.54988], [-5.31410, -0.85873, 4.79505], [-6.15553, -1.25893, 3.76554], [-5.63993, -1.47384, 2.49571], [-1.25983, -3.35379, 1.13428], [-0.78173, -5.75659, 0.87156], [-2.48384, -7.25938, -0.11513], [-4.67173, -6.34440, -0.81913], [-5.15168, -3.94900, -0.55605], [-5.64436, 0.46479, 0.41441], [-7.02380, 1.38155, -1.40966], [-6.84395, 0.44357, -3.69090], [-5.27129, -1.40826, -4.14059], [-3.88546, -2.32292, -2.32148], [-2.39600, -0.73296, 3.08452], [-3.30402, -0.36314, 5.35284], [-5.71381, -0.69234, 5.78763], [-7.21189, -1.40484, 3.95383], [-6.30622, -1.78644, 1.69793]],
  "de_lowest_kj_mol": 18.71,
  "e_homo_ev": -8.1,
  "total_charge": 0,
  "orbital_gap_ev": 7.5,
  "energy_ev": -107375.997
}


{
  "formula": "C44H43F2N3O3P2Re",
  "method": "the ωB97M-V functional and the def2-TZVPD basis",
  "elements": ["Re", "C", "C", "C", "C", "C", "O", "C", "N", "C", "C", "C", "C", "C", "C", "P", "C", "C", "C", "C", "C", "C", "C", "C", "C", "C", "C", "C", "H", "H", "H", "H", "H", "H", "H", "H", "H", "H", "H", "H", "H", "H", "H", "H", "H", "H", "H", "H", "H", "H", "H", "H", "O", "C", "O", "C", "C", "C", "C", "C", "C", "P", "C", "C", "C", "C", "C", "C", "C", "C", "C", "C", "C", "C", "H", "H", "H", "H", "H", "H", "H", "H", "H", "H", "H", "H", "H", "H", "F", "C", "F", "H", "N", "N", "H", "H", "H", "H"],
  "xyz": [[0.06520, 0.53390, 0.56550], [4.33870, 1.78250, 1.29130], [3.04610, 2.55990, 1.53190], [2.30970, 1.97480, 2.72760], [2.20480, 2.56860, 0.22150], [2.31570, 3.90470, -0.53470], [1.03660, 4.50860, -0.36880], [0.19400, 3.60370, 0.09120], [0.73580, 2.44880, 0.41050], [-1.20620, 3.99560, 0.13430], [-1.48520, 5.36880, 0.04760], [-2.78210, 5.83300, -0.01530], [-3.84100, 4.93690, -0.00990], [-3.58180, 3.58490, 0.11630], [-2.28100, 3.09730, 0.19890], [-2.16990, 1.27500, 0.22630], [-3.38830, 0.87980, 1.50730], [-3.29380, 1.66410, 2.66140], [-4.11600, 1.41550, 3.74150], [-5.05770, 0.39930, 3.67880], [-5.16330, -0.37100, 2.53170], [-4.32090, -0.15220, 1.45440], [-2.68970, 0.95000, -1.48280], [-4.01820, 0.77200, -1.84500], [-4.32950, 0.49270, -3.16560], [-3.32890, 0.41540, -4.12070], [-2.00190, 0.60120, -3.75960], [-1.68340, 0.86380, -2.44050], [4.96750, 1.81120, 2.17690], [4.89970, 2.21340, 0.46670], [4.11430, 0.74000, 1.07100], [3.30180, 3.59180, 1.78350], [1.37500, 2.49290, 2.92620], [2.93090, 2.07110, 3.61270], [2.12400, 0.91250, 2.57710], [2.53760, 1.72790, -0.41010], [2.48850, 3.78510, -1.60970], [3.07010, 4.57210, -0.11950], [-0.66650, 6.06890, 0.03500], [-2.97700, 6.89110, -0.07980], [-4.85630, 5.28760, -0.11610], [-4.40750, 2.88910, 0.15120], [-2.56270, 2.45930, 2.70900], [-4.01980, 2.00670, 4.63830], [-5.70570, 0.20890, 4.52080], [-5.90260, -1.15520, 2.47810], [-4.39200, -0.78210, 0.58170], [-4.80020, 0.83410, -1.10200], [-5.35840, 0.32320, -3.44420], [-3.58540, 0.21920, -5.15030], [-1.22820, 0.52980, -4.50890], [-0.64590, 1.00230, -2.13040], [-2.41970, -1.37460, -0.35930], [-2.03360, -2.47220, -0.24980], [0.16440, -1.55560, 0.20480], [-1.69820, -3.75970, -0.16000], [-2.68700, -4.79470, -0.27020], [-2.32310, -6.10210, -0.13660], [-0.99300, -6.47890, 0.09780], [-0.01330, -5.50520, 0.17750], [-0.33790, -4.16680, 0.06910], [0.90650, -2.87980, 0.07060], [1.66030, -2.90190, -1.57620], [2.79300, -3.62700, -1.91830], [3.18820, -3.67720, -3.24500], [2.45390, -3.02430, -4.22420], [1.31200, -2.31180, -3.88200], [0.91310, -2.25320, -2.56140], [1.96970, -3.07830, 1.52050], [3.33300, -2.81660, 1.53370], [4.01490, -2.86410, 2.73860], [3.33860, -3.15260, 3.91400], [1.97580, -3.41650, 3.89720], [1.28730, -3.38040, 2.69930], [-3.70480, -4.50430, -0.46500], [-3.07800, -6.86480, -0.22600], [-0.74020, -7.52010, 0.20250], [1.02200, -5.77390, 0.33310], [3.35820, -4.14170, -1.15660], [4.07210, -4.23110, -3.51960], [2.76190, -3.07260, -5.25820], [0.72860, -1.81180, -4.64210], [0.02170, -1.70410, -2.27930], [3.86320, -2.58640, 0.62030], [5.07690, -2.67580, 2.76380], [3.87420, -3.17060, 4.84940], [1.45140, -3.64660, 4.81290], [0.22260, -3.57850, 2.66440], [-1.38580, -0.86820, 2.59590], [-0.30730, -0.04830, 2.56160], [-0.59200, 1.00660, 3.35630], [0.52430, -0.60290, 3.03390], [4.30080, -0.58610, -1.66250], [2.97790, 0.00080, -1.58160], [4.69760, -0.43350, -2.58410], [4.89500, -0.10120, -0.99200], [2.54030, -0.05240, -2.49900], [2.45150, -0.63170, -0.96590]],
  "de_lowest_kj_mol": 100.12,
  "e_homo_ev": [-11.2, -13.4],
  "total_charge": 2,
  "orbital_gap_ev": [5.5, 7.3],
  "spin_multiplicity": 4,
  "energy_ev": -83065.508
}